1.
Computed, not measured: a structure of composition C32H79Cl9N8O8 at a distorted geometry, with the ωB97M-V functional and the def2-TZVPD basis.

Geometry as ORCA input:
```
! wB97M-V def2-TZVPD RIJCOSX def2/J DEFGRID3
* xyz 0 1
C -9.27 1.94 3.62
Cl -8.79 2.49 5.22
Cl -8.55 2.78 2.30
Cl -11.03 2.27 3.40
H -9.02 0.88 3.54
C -1.84 -7.98 0.08
Cl -1.23 -6.42 0.02
Cl -3.59 -8.01 0.51
Cl -0.98 -8.86 1.27
H -1.50 -8.67 -0.70
C -4.80 7.45 -3.42
Cl -6.26 8.33 -2.89
Cl -3.95 8.28 -4.70
Cl -5.24 5.79 -3.77
H -4.16 7.50 -2.54
C -3.76 -2.01 7.19
C -2.53 -2.74 6.84
C -2.76 -4.27 7.13
O -1.46 -4.93 6.90
C -1.64 -6.26 7.33
N -2.17 -2.45 5.47
H -4.12 -2.12 8.21
H -4.62 -2.25 6.56
H -3.58 -0.93 7.10
H -1.73 -2.33 7.46
H -3.69 -4.58 6.66
H -2.99 -4.14 8.19
H -2.58 -6.59 7.77
H -0.94 -6.55 8.11
H -1.48 -6.90 6.46
H -1.22 -2.70 5.25
H -2.66 -2.99 4.77
C 5.56 -3.77 3.97
C 4.47 -4.82 4.44
C 5.04 -5.97 5.27
O 5.51 -5.47 6.49
C 6.24 -6.37 7.26
N 3.46 -4.00 5.05
H 5.16 -2.94 3.38
H 6.34 -4.20 3.34
H 6.04 -3.32 4.84
H 4.03 -5.29 3.56
H 5.85 -6.43 4.70
H 4.42 -6.85 5.46
H 6.73 -5.90 8.11
H 6.96 -6.95 6.67
H 5.50 -7.04 7.70
H 3.86 -3.59 5.88
H 2.81 -4.65 5.46
C -1.42 2.94 -8.88
C -0.03 3.00 -8.38
C 0.52 4.49 -8.23
O 1.74 4.46 -7.59
C 2.09 5.79 -7.09
N -0.07 2.42 -7.07
H -2.14 3.51 -8.29
H -1.77 1.92 -8.99
H -1.40 3.15 -9.95
H 0.72 2.42 -8.92
H -0.12 5.11 -7.61
H 0.51 4.79 -9.28
H 2.95 5.61 -6.44
H 1.32 6.19 -6.43
H 2.42 6.31 -7.98
H -0.67 2.91 -6.43
H 0.88 2.51 -6.72
C 7.41 1.94 -3.33
C 7.59 0.41 -3.43
C 8.64 0.11 -4.55
O 8.05 0.44 -5.79
C 6.98 -0.18 -6.44
N 8.03 -0.14 -2.15
H 6.83 2.10 -2.41
H 6.90 2.31 -4.22
H 8.31 2.54 -3.39
H 6.67 -0.12 -3.65
H 8.87 -0.95 -4.49
H 9.59 0.60 -4.37
H 6.00 0.26 -6.21
H 6.92 -1.17 -5.98
H 7.25 -0.15 -7.49
H 7.36 0.22 -1.49
H 8.93 0.24 -1.91
C -5.53 -8.89 -7.13
C -4.52 -7.79 -7.09
C -4.18 -7.28 -5.64
O -2.96 -6.53 -5.55
C -3.23 -5.18 -5.72
N -3.33 -8.27 -7.82
H -6.01 -8.93 -8.11
H -6.34 -8.51 -6.52
H -5.24 -9.89 -6.79
H -4.84 -7.00 -7.77
H -4.04 -8.06 -4.89
H -5.05 -6.74 -5.27
H -3.72 -4.96 -6.67
H -2.32 -4.59 -5.58
H -3.82 -4.69 -4.95
H -3.33 -9.27 -7.69
H -2.58 -7.91 -7.26
C 3.02 3.27 4.78
O 3.86 3.64 3.92
N 2.28 4.21 5.45
C 2.48 5.62 5.09
C 1.24 3.79 6.33
H 2.72 2.23 4.99
H 2.29 6.06 6.07
H 1.76 5.97 4.35
H 3.53 5.70 4.83
H 1.09 2.73 6.57
H 1.37 4.21 7.33
H 0.26 4.18 6.06
C -4.71 11.10 2.87
O -4.30 12.26 2.63
N -4.18 10.26 3.78
C -4.65 8.89 3.70
C -2.97 10.61 4.51
H -5.62 10.65 2.44
H -4.42 8.66 4.74
H -4.20 8.18 3.00
H -5.74 8.88 3.62
H -2.09 10.00 4.29
H -2.74 11.68 4.46
H -3.07 10.38 5.57
C 0.07 2.93 -1.20
O -0.41 4.00 -1.19
N -0.47 1.83 -0.63
C 0.30 0.59 -0.57
C -1.74 1.80 0.09
H 1.02 2.73 -1.72
H 1.31 0.60 -0.99
H -0.22 -0.06 -1.27
H 0.48 0.13 0.40
H -1.55 1.49 1.12
H -2.27 2.75 0.17
H -2.33 1.08 -0.47
*
```

Results
**HOMO-LUMO gap**: 8.76 eV
**Calculated total energy**: -175459.4074 eV
**Strongest force on any atom**: 4.21 eV/A
**ΔE to the lowest compared entry with this formula, charge and spin**: 642.2 kJ/mol
**HOMO energy**: -0.320 hartree


2.
Computed, not measured: the molecule C6H11NO2 at a distorted geometry, with the ωB97M-V functional and the def2-TZVPD basis.

Geometry as ORCA input:
```
! wB97M-V def2-TZVPD RIJCOSX def2/J DEFGRID3
* xyz 0 1
C 2.15 -0.32 -1.02
C 1.87 -0.87 0.35
C 0.40 -0.39 0.68
O 0.51 0.94 1.23
C -0.82 -0.66 -0.31
C -1.50 0.28 -1.38
N -1.95 0.03 0.04
C -2.32 1.12 0.86
O -1.74 1.36 1.99
H 1.66 0.74 -0.80
H 3.26 -0.25 -1.43
H 1.15 -0.67 -1.68
H 2.46 -0.29 1.07
H 2.05 -2.01 0.15
H 0.07 -1.01 1.65
H -0.15 1.23 2.03
H -1.07 -1.78 -0.41
H -0.75 1.20 -1.43
H -2.09 -0.34 -2.19
H -3.20 1.69 0.59
*
```

Results
**HOMO-LUMO gap**: 10.17 eV
**Calculated total energy**: -11980.2352 eV
**Strongest force on any atom**: 6.10 eV/A
**ΔE to the lowest compared entry with this formula, charge and spin**: 582.1 kJ/mol
**HOMO energy**: -0.347 hartree


Among the records above, which one has the highest strongest force on any atom? C6H11NO2


strongest force on any atom of number 2 (C6H11NO2)? 6.10 eV/A